(1)
Density functional theory data (wB97M-V/def2-TZVPD) for C6H8S in the gas phase.

Cartesian coordinates (Å):
C 1.62 -1.40 -0.86
C 0.81 -0.26 -1.39
C -0.16 0.45 -0.76
C -0.76 0.57 0.56
C -0.95 -0.49 1.37
C -1.18 1.91 1.10
H 2.56 -1.64 -1.46
H 0.93 -2.28 -1.23
H 1.88 -1.41 0.22
H 0.92 -0.02 -2.52
H -0.54 1.21 -1.46
H -1.36 -0.27 2.45
H -0.88 -1.50 0.95
H -1.62 2.79 0.35
S -1.27 2.34 2.69

highest occupied orbital energy = -0.315 Eh
SMILES string = C=C(C=S)/C=C\C
2S+1 = 1
LUMO = -0.72 eV
HOMO-LUMO gap = 7.85 eV

***

(2)
Density functional theory data (wB97M-V/def2-TZVPD) for C6H8S in the gas phase.

Cartesian coordinates (Å):
C -1.29 -0.83 0.34
C -1.46 0.91 0.82
C -0.17 -1.65 0.12
C -0.29 1.53 0.20
C 0.96 -0.65 0.23
C 0.73 0.71 -0.51
S -2.63 -0.30 -0.46
H 0.05 -2.48 0.76
H -0.15 -1.94 -0.92
H -0.57 2.31 -0.54
H 0.10 2.16 0.98
H 0.98 -0.37 1.22
H 1.85 -1.14 -0.08
H 0.24 0.60 -1.57
H 1.64 1.14 -0.59

highest occupied orbital energy = -0.288 Eh
SMILES string = C1CCC2=C(C1)S2
2S+1 = 1
LUMO = -0.50 eV
HOMO-LUMO gap = 7.35 eV

***

(1) (278.8 kJ/mol below the next structure)

***

(1)
Density functional theory data (wB97M-V/def2-TZVPD) for a 2-piece molecular cluster, C3H7OS overall.

Cartesian coordinates (Å):
O -3.83 -0.32 0.99
C -2.93 0.45 1.18
H -2.63 1.30 0.54
H -2.25 0.35 2.05
C 1.93 0.25 -0.95
C 1.03 -0.75 -0.28
S 0.46 -0.41 1.42
H 2.97 -0.05 -1.12
H 1.90 1.26 -0.50
H 1.74 0.51 -2.06
H 1.43 -1.77 -0.31
H 0.17 -0.84 -0.95

net charge = -1
highest occupied orbital energy = -0.091 Eh
2S+1 = 1
LUMO = 4.01 eV
HOMO-LUMO gap = 6.49 eV

***

(2)
Density functional theory data (wB97M-V/def2-TZVPD) for a 2-piece molecular cluster, C3H7OS overall.

Cartesian coordinates (Å):
C 1.87 -1.61 0.39
S 2.03 0.19 0.09
H 2.66 -2.16 -0.12
H 1.95 -1.83 1.46
H 0.91 -2.01 0.04
O -2.32 0.08 0.93
C -1.33 0.42 0.30
C -1.35 1.52 -0.73
H -0.33 0.06 0.59
H -1.85 1.18 -1.64
H -0.33 1.79 -1.00
H -1.91 2.36 -0.33

net charge = -1
highest occupied orbital energy = -0.090 Eh
2S+1 = 1
LUMO = 4.10 eV
HOMO-LUMO gap = 6.55 eV

***

(2) (67.3 kJ/mol below the next structure)

***

(1)
Density functional theory data (wB97M-V/def2-TZVPD) for CHNOS2 in the gas phase.

Cartesian coordinates (Å):
C 0.62 -0.03 0.04
N 0.02 1.10 -0.01
O 0.22 -1.34 -0.18
S -1.28 2.00 -0.06
S -1.31 -1.85 -0.01
H 1.73 0.11 0.23

highest occupied orbital energy (spin up / spin down) = -0.320 / -0.324 Eh
2S+1 = 1
LUMO (spin up / spin down) = -1.43 / -2.22 eV
HOMO-LUMO gap (spin up / spin down) = 7.28 / 6.59 eV

***

(2)
Density functional theory data (wB97M-V/def2-TZVPD) for a 2-piece molecular cluster, CHNOS2 overall.

Cartesian coordinates (Å):
C -2.59 -0.60 0.53
N -0.31 -1.66 -0.96
O -1.81 -1.07 1.20
S -3.33 0.13 -0.60
S 0.45 -1.31 0.34
H 0.08 -1.32 -1.80

highest occupied orbital energy (spin up / spin down) = -0.307 / -0.309 Eh
SMILES string = O=C=S.N=S
2S+1 = 1
LUMO (spin up / spin down) = -1.00 / -1.13 eV
HOMO-LUMO gap (spin up / spin down) = 7.35 / 7.27 eV

***

(2) (146.1 kJ/mol below the next structure)

***

(1)
Density functional theory data (wB97M-V/def2-TZVPD) for a 2-piece molecular cluster, C3H3N3 overall.

Cartesian coordinates (Å):
C 1.85 -0.62 0.10
C -2.63 -0.95 0.11
C 1.14 0.61 0.12
N 2.39 -1.63 0.11
N -3.36 -0.29 -0.45
N 1.31 1.42 -0.83
H 0.47 0.74 0.99
H -1.95 -1.57 0.63
H 0.78 2.29 -0.78

highest occupied orbital energy = -0.421 Eh
SMILES string = [H]/N=C/C#N.C#N
2S+1 = 1
LUMO = -0.26 eV
HOMO-LUMO gap = 11.18 eV

***

(2)
Density functional theory data (wB97M-V/def2-TZVPD) for C3H3N3 as an isolated structure.

Cartesian coordinates (Å):
N 1.22 -0.28 -1.02
C -0.53 0.56 0.54
C 0.08 0.42 -0.74
N -0.76 1.15 -1.30
C -1.30 -0.50 1.10
N -1.89 -1.38 1.58
H 2.07 0.15 -0.69
H 1.12 -1.26 -0.87
H -0.03 1.22 1.26

highest occupied orbital energy (spin up / spin down) = -0.359 / -0.359 Eh
2S+1 = 1
LUMO (spin up / spin down) = -0.86 / -0.86 eV
HOMO-LUMO gap (spin up / spin down) = 8.91 / 8.91 eV

***

(3)
Density functional theory data (wB97M-V/def2-TZVPD) for C3H3N3 in the gas phase.

Cartesian coordinates (Å):
N -0.31 -1.56 -0.53
C 0.45 0.60 0.65
C 0.57 -0.60 -0.11
N 1.74 -0.20 -0.12
C -0.22 1.73 0.04
N -0.82 2.59 -0.44
H -0.97 -1.75 0.20
H -0.74 -1.33 -1.42
H 0.30 0.52 1.73

highest occupied orbital energy = -0.371 Eh
SMILES string = N#C[C@@H]1N=C1N
2S+1 = 1
LUMO = 0.49 eV
HOMO-LUMO gap = 10.58 eV

***

(1) (59.6 kJ/mol below the next structure)

***

(1)
Density functional theory data (wB97M-V/def2-TZVPD) for C3H3N3 in the gas phase.

Cartesian coordinates (Å):
N -0.74 -1.01 -0.20
C 0.13 0.00 0.38
C 1.51 -0.25 -0.07
N 2.58 -0.56 -0.42
C -0.36 1.38 0.12
N -0.96 2.35 -0.03
H -1.71 -0.74 -0.04
H -0.60 -1.06 -1.20
H 0.14 -0.11 1.47

highest occupied orbital energy = -0.413 Eh
SMILES string = N#CC(N)C#N
2S+1 = 1
LUMO = 0.43 eV
HOMO-LUMO gap = 11.68 eV

***

(2)
Density functional theory data (wB97M-V/def2-TZVPD) for C3H3N3 in the gas phase.

Cartesian coordinates (Å):
C 0.17 -0.49 -0.85
C -1.13 -0.56 -0.37
N -1.54 0.56 0.24
N -0.64 1.04 1.14
N 0.60 0.84 1.13
C 1.09 0.21 -0.07
H 1.36 -0.96 -0.01
H -1.88 -1.29 -0.67
H 1.99 0.63 -0.52

highest occupied orbital energy = -0.346 Eh
2S+1 = 1
LUMO = -1.04 eV
HOMO-LUMO gap = 8.37 eV

***

(3)
Density functional theory data (wB97M-V/def2-TZVPD) for C3H3N3 in the gas phase.

Cartesian coordinates (Å):
N 1.76 -0.02 -0.26
C -0.88 0.51 -0.08
C 0.44 0.19 -0.58
N -0.40 0.12 -1.50
C -1.62 -0.49 0.66
N -2.16 -1.33 1.25
H 2.03 0.47 0.58
H 1.99 -1.00 -0.20
H -1.16 1.54 0.12

highest occupied orbital energy = -0.377 Eh
SMILES string = N#C[C@@H]1N=C1N
2S+1 = 1
LUMO = 0.48 eV
HOMO-LUMO gap = 10.74 eV

***

(4)
Density functional theory data (wB97M-V/def2-TZVPD) for C3H3N3 in the gas phase.

Cartesian coordinates (Å):
C -0.72 -0.17 0.00
C 0.20 1.02 0.14
C 1.38 -0.81 -0.01
H -2.41 0.56 -0.05
H -0.26 1.97 0.28
H 2.11 -1.57 -0.20
N -1.91 -0.37 -0.13
N 1.41 0.63 -0.17
N 0.18 -1.26 0.15

highest occupied orbital energy = -0.378 Eh
SMILES string = [H]/N=C1\C=NC=N1
2S+1 = 1
LUMO = -1.22 eV
HOMO-LUMO gap = 9.08 eV

***

(1) (94.5 kJ/mol below the next structure)

***

(1)
Density functional theory data (wB97M-V/def2-TZVPD) for a 2-piece molecular cluster, C4H11N2O3 overall.

Cartesian coordinates (Å):
C -0.93 0.56 -0.22
N -0.72 1.09 -1.53
C -0.66 0.27 -2.69
O -0.14 0.84 -3.69
O -1.15 -0.87 -2.63
C 0.32 -0.29 0.36
C 0.43 -1.66 -0.34
N 0.23 -0.45 1.82
H -1.11 1.38 0.48
H -1.78 -0.12 -0.15
H -0.09 1.89 -1.55
H 1.24 0.29 0.22
H -0.58 -2.02 -0.55
H 0.84 -1.57 -1.34
H 1.03 -2.37 0.23
H 0.71 -1.30 2.11
H -0.72 -0.56 2.14
H 0.62 1.67 1.79
H 1.47 1.22 2.91
O 0.99 1.99 2.62

net charge = -1
highest occupied orbital energy = -0.153 Eh
2S+1 = 1
LUMO = 3.52 eV
HOMO-LUMO gap = 7.68 eV

***

(2)
Density functional theory data (wB97M-V/def2-TZVPD) for a 2-piece molecular cluster, C4H11N2O3 overall.

Cartesian coordinates (Å):
O -1.00 -1.34 -0.06
C -0.60 -0.41 -0.77
N 0.31 -0.49 -1.74
C 1.60 -1.33 -1.56
O 2.53 -0.70 -0.89
C -1.23 0.95 -0.59
N -0.80 1.59 0.66
C -1.31 1.00 1.88
H 0.42 0.32 -2.33
H 1.21 -2.28 -1.17
H 1.82 -1.61 -2.61
H -0.99 1.66 -1.40
H -2.31 0.84 -0.57
H 0.21 1.70 0.64
H -2.01 0.18 1.65
H -0.54 0.55 2.52
H -1.75 1.79 2.49
H 0.77 -1.05 1.58
H 1.99 -0.66 0.66
O 1.68 -0.74 1.63

net charge = -1
highest occupied orbital energy = -0.143 Eh
2S+1 = 1
LUMO = 3.81 eV
HOMO-LUMO gap = 7.69 eV

***

(1) (96.7 kJ/mol below the next structure)